[1]
Density functional theory data (the ωB97M-V functional and the def2-TZVPD basis) for a molecular structure, C4H10N2O.

Output
Frontier orbital gap (alpha / beta) = 7.4 / 7.4 eV
Net charge = 0

Last column: Löwdin charge in e.
Cartesian coordinates (Å):
O 0.3772 1.5534 -1.1222  0.027
H 0.9125 -2.1601 1.1931  0.078
H 0.2587 -0.9916 -0.9781  0.137
N -1.7892 -0.0149 0.0056  -0.028
H -1.8156 0.4899 -2.0228  0.046
H -0.8451 -1.8999 1.2296  0.070
C -2.3492 0.2709 -1.0744  -0.228
H 0.2171 1.4072 0.9734  0.153
H 0.4186 2.5024 -0.9554  0.121
H 2.5587 0.1384 -0.7093  0.064
C 0.4498 0.8814 0.0532  -0.348
H -3.4466 0.3569 -1.1461  0.040
C 0.1255 -1.4065 1.2173  -0.087
H 0.2012 -0.8208 2.1338  0.083
C 0.2022 -0.5294 0.0031  -0.233
N 2.0348 0.2015 0.1559  0.048
H 2.4893 0.0211 1.0432  0.058


[2]
Density functional theory data (the ωB97M-V functional and the def2-TZVPD basis) for a gas-phase ion, C4H10N2O (charge +1).

Output
Frontier orbital gap (alpha / beta) = 12.1 / 7.3 eV
2S+1 = 2
Net charge = +1

Last column: Löwdin charge in e.
Cartesian coordinates (Å):
H -2.0215 -1.5057 0.4824  0.093
H -2.2303 1.2769 -0.2650  0.154
H 2.3531 0.0828 1.0433  0.102
C 2.2567 0.7449 0.1894  -0.026
H 3.2741 0.6866 -0.1973  0.105
H -0.9668 2.1554 0.4480  0.138
H 0.0792 0.5278 1.2920  0.127
H 1.8008 -0.3668 -1.6656  0.172
C -0.6869 0.2039 0.6202  -0.312
H -2.1370 -0.5499 1.9358  0.096
H 1.9951 1.7826 0.3420  0.097
N -1.4967 1.2908 0.4370  0.215
C -1.4278 -1.0041 1.2446  0.003
C 0.2068 -0.4092 -0.6134  -0.367
N 1.4352 0.0734 -0.8299  0.070
H -0.7729 -1.6885 1.7725  0.100
O -0.4066 -1.0764 -1.3818  0.232


[3]
Density functional theory data (the ωB97M-V functional and the def2-TZVPD basis) for a gas-phase ion, C4H10N2O (charge +1).

Output
Frontier orbital gap (alpha / beta) = 10.3 / 4.7 eV
2S+1 = 2
Net charge = +1

Last column: Löwdin charge in e.
Cartesian coordinates (Å):
H 0.5538 1.3181 -0.7679  0.137
N -2.8290 -0.1807 0.5531  0.282
C 2.1626 0.0221 -0.4389  -0.262
O 2.9663 -0.1794 -1.2810  0.128
C -1.7616 0.0158 -0.3646  -0.116
H 0.6396 0.1797 1.9872  0.085
H -2.6525 -0.1943 1.5662  0.154
H -0.5049 1.2380 1.7416  0.106
N -0.3072 0.2407 1.6546  0.054
H 0.4389 -0.2128 -1.6453  0.128
C 0.6846 0.2341 -0.6799  -0.105
H -1.8645 -0.5218 -1.2955  0.146
C -0.3764 -0.3065 0.3260  -0.352
H 2.4904 0.1964 0.6147  0.131
H -3.3832 -1.0209 0.3497  0.162
H -1.6740 1.1186 -0.3811  0.164
H -0.2050 -1.3822 0.4168  0.157


[4]
Density functional theory data (the ωB97M-V functional and the def2-TZVPD basis) for a gas-phase ion, C4H10N2O (charge +1).

Output
Frontier orbital gap (alpha / beta) = 11.7 / 6.1 eV
2S+1 = 2
Net charge = +1

Last column: Löwdin charge in e.
Cartesian coordinates (Å):
H -0.8566 1.1558 -1.2245  0.124
H -1.9747 -0.4428 -1.6926  0.178
H 1.9555 0.6839 2.7850  0.129
O -2.2664 -0.8567 0.5883  0.176
N -0.5490 0.4914 1.2117  0.207
H 1.1737 0.1291 0.0029  0.119
C -0.9946 0.0714 -1.2181  -0.127
H -0.2802 -1.7575 -2.3275  0.088
C -0.0008 -0.7313 -2.1237  -0.073
C -1.2464 -0.2825 0.2633  -0.409
H 0.3808 -0.2239 -3.0415  0.108
C 0.9383 0.6763 0.9256  -0.175
H 1.0522 -0.6286 2.4032  0.120
H -0.8658 0.5592 2.1709  0.171
H 1.0017 1.8049 0.7924  0.186
N 1.6556 0.0972 2.0075  0.156
H 0.8768 -0.7460 -1.5232  0.023


[5]
Density functional theory data (the ωB97M-V functional and the def2-TZVPD basis) for a gas-phase ion, C4H10N2O2 (charge -1).

Output
Frontier orbital gap (alpha / beta) = 6.9 / 7.0 eV
2S+1 = 2
Net charge = -1

Last column: Löwdin charge in e.
Cartesian coordinates (Å):
H 0.4842 1.3802 1.4437  0.082
O -0.9937 -0.8163 -0.7847  -0.127
N 0.9368 -1.4397 0.6760  0.022
H 0.9503 -2.3608 1.2120  0.044
H 0.1930 2.4268 -0.9165  0.100
H 2.0157 1.0363 -2.2806  0.098
C 0.2746 0.8631 0.5103  -0.129
C -1.6231 -0.6261 1.6230  -0.029
H -0.9396 -0.4165 2.4613  0.049
H -0.8490 -0.0855 -1.5506  0.077
C 0.9663 0.7729 -1.8173  -0.476
H 0.9962 -0.3076 -1.4595  0.081
H -2.0668 -1.5959 1.3864  0.052
C -0.4203 -0.4211 0.4602  -0.502
O -0.0164 0.5966 -2.8112  -0.370
H -2.3861 0.1919 1.4213  0.074
N 0.8093 1.6584 -0.5903  -0.041
H 1.6688 -0.8567 1.0164  -0.007


[6]
Density functional theory data (the ωB97M-V functional and the def2-TZVPD basis) for a molecular structure, C4H10N2O2.

Output
Frontier orbital gap = 8.4 eV
Net charge = 0

Last column: Löwdin charge in e.
Cartesian coordinates (Å):
N 0.1840 0.6399 -0.2421  -0.283
C 1.0568 1.5168 0.5324  -0.062
H -0.3281 -3.2309 0.0108  0.117
C 0.8651 -1.7753 0.0967  -0.059
C -0.9185 0.0264 0.4274  -0.526
H 1.2755 -1.9781 1.0802  0.108
H 2.0690 1.4893 0.1163  0.075
C -2.1194 0.6262 0.5431  0.057
N -0.0329 1.0904 -1.5767  0.064
H -2.9211 0.1085 1.0521  0.051
H 0.8320 0.9200 -2.0870  0.071
H -0.7342 0.4948 -2.0156  0.086
O -0.6710 -1.1672 0.9184  -0.040
H -2.2750 1.6365 0.1919  0.050
H 1.0747 1.1703 1.5655  0.093
O 0.3336 -2.8242 -0.5737  0.005
H 1.6065 -1.2955 -0.5326  0.111
H 0.7028 2.5521 0.4929  0.081


[7]
Density functional theory data (the ωB97M-V functional and the def2-TZVPD basis) for 3 unconnected molecules or ions with the total composition C4H10N2O2.

Output
Frontier orbital gap = 4.5 eV
Net charge = 0

Last column: Löwdin charge in e.
Cartesian coordinates (Å):
H 0.0099 0.5832 1.8899  0.153
H -0.9369 -2.5645 -3.3370  0.033
O 1.6528 -0.4668 -1.0222  -0.092
H -1.8590 -0.9720 2.1740  0.091
N -2.2005 -0.4350 -1.1281  0.324
C -1.2140 0.2221 -1.2019  -0.196
C -0.5672 1.0441 -0.0775  -0.106
H -0.6589 -2.3333 -2.6860  0.009
C 2.1607 -0.2690 0.1041  -0.624
O 2.1267 0.7608 0.7912  -0.068
N -1.8465 -0.1369 1.5949  0.043
H 0.0336 -0.7985 0.7713  0.111
H -0.6280 0.1516 -2.1522  0.186
H 0.3686 1.4974 -0.3603  0.109
C -0.5272 0.0783 1.0696  -0.305
H 2.6509 -1.1337 0.6145  0.127
H -1.2803 1.8275 0.2143  0.138
H -2.4825 -0.4101 0.7926  0.066


[8]
Density functional theory data (the ωB97M-V functional and the def2-TZVPD basis) for 2 unconnected molecules or ions with the total composition C4H10N2O2.

Output
Frontier orbital gap = 4.6 eV
Net charge = 0

Last column: Löwdin charge in e.
Cartesian coordinates (Å):
C -0.4155 0.7945 -0.0150  -0.196
C 0.9188 -1.1888 0.3840  -0.330
H 1.0820 1.7415 -1.0210  0.010
O 1.2393 0.2094 -2.4191  -0.220
H -2.4248 1.2516 -0.6992  0.113
H 0.4030 -1.8574 -0.3738  0.156
N 0.0472 -0.2387 0.9259  0.099
C 0.1829 1.8596 -0.5801  0.198
H 1.6310 -0.6199 -0.2589  0.109
C -1.9335 0.9404 0.2086  -0.260
H 1.3851 -1.5111 2.2580  0.021
O -2.4064 -0.3332 0.6477  -0.187
H 1.2073 -3.1033 1.5329  0.152
H 0.8400 0.1227 -3.2952  -0.042
H -0.9106 -0.6385 1.2214  0.113
N 1.5068 -2.0109 1.4321  0.000
H -2.0510 1.7988 0.9225  0.155
H -0.3016 2.7833 -0.8707  0.111


[9]
Density functional theory data (the ωB97M-V functional and the def2-TZVPD basis) for a single C4H10N2O2 molecule.

Output
Frontier orbital gap = 9.8 eV
Net charge = 0
SMILES = CCON(CC)N=O

Last column: Löwdin charge in e.
Cartesian coordinates (Å):
C -0.0463 2.6903 0.6289  -0.075
H 0.0695 -2.6585 -1.0660  0.129
H -0.6811 3.2032 1.3597  0.076
H -0.6320 0.6944 1.2745  0.107
N -0.8720 -0.7066 -2.0857  -0.069
O 0.2475 0.5783 -0.6020  -0.112
H -1.6092 1.2988 -0.1087  0.110
H 1.5100 -1.6088 -1.1327  0.123
H 1.4588 -2.8301 1.0494  0.085
O -1.3936 0.2706 -2.5762  -0.005
H 0.9934 -1.2125 1.4727  0.058
H -0.2519 -2.4609 1.2605  0.085
C 0.6938 -2.0512 0.8844  -0.092
C -0.6245 1.3100 0.3631  -0.209
H 1.0211 2.6414 1.0152  0.100
H -0.1075 3.2768 -0.2833  0.072
N -0.3519 -0.6541 -0.8736  -0.183
C 0.5759 -1.7810 -0.5802  -0.200


[10]
Density functional theory data (the ωB97M-V functional and the def2-TZVPD basis) for 2 unconnected molecules or ions with the total composition C4H10N2O2.

Output
Frontier orbital gap = 9.4 eV
Net charge = 0
SMILES = CN(O)C(N)=O.C=C

Last column: Löwdin charge in e.
Cartesian coordinates (Å):
H 2.3858 0.6755 -2.3614  0.041
H 2.0620 0.8975 0.0465  0.055
H -1.6950 1.6326 1.0463  0.108
N -0.7844 0.2349 0.1243  -0.215
H -1.0478 0.2634 -1.9163  0.081
N -0.3165 0.1500 2.4209  0.159
H 0.0512 -0.4003 3.1858  0.111
O -1.0689 1.6098 0.2986  -0.009
H -1.1652 -1.3601 -1.1872  0.095
H 1.4639 -0.9432 -2.3531  0.044
C -0.5475 -0.6008 1.2870  -0.582
C 1.8596 -0.0933 -1.8087  -0.069
O -0.6407 -1.8142 1.2913  0.060
H 1.5487 -0.8523 0.2138  0.083
H -2.5016 -0.1577 -1.0104  0.088
C -1.4233 -0.3076 -1.0651  -0.041
H 0.1801 1.0182 2.2685  0.097
C 1.6396 0.0475 -0.4808  -0.104


[11]
Density functional theory data (the ωB97M-V functional and the def2-TZVPD basis) for a molecular structure, C4H10N2O2.

Output
Frontier orbital gap = 9.5 eV
Net charge = 0

Last column: Löwdin charge in e.
Cartesian coordinates (Å):
H 0.8487 -1.4846 0.6173  0.124
H -1.7422 -0.2663 -2.5671  0.102
O 1.8728 0.2723 1.6687  -0.284
O -0.4292 -1.3844 2.7417  -0.089
N -0.6888 -1.3204 -0.9531  0.059
C -1.0051 -0.2852 -1.8044  -0.036
C -0.3730 2.2709 -1.6420  -0.041
N 0.2445 0.4104 -0.0394  0.043
C -0.3945 0.8414 -1.1976  -0.281
H 1.1133 0.8933 0.9118  0.110
H 0.4821 2.5002 -2.2733  0.074
H -1.2913 2.5176 -2.1929  0.079
H -0.7157 -2.2774 -1.2649  0.155
H 2.6860 0.7852 1.7439  -0.018
H -0.7705 -0.4759 2.7430  0.039
H 0.4708 -1.0650 2.9510  0.023
H -0.2771 2.9071 -0.7475  0.083
C 0.2183 -0.9197 -0.0501  -0.143


[12]
Density functional theory data (the ωB97M-V functional and the def2-TZVPD basis) for 2 unconnected molecules or ions with the total composition C4H10N2O2.

Output
Frontier orbital gap (alpha / beta) = 10.2 / 4.9 eV
2S+1 = 2
Net charge = +1

Last column: Löwdin charge in e.
Cartesian coordinates (Å):
N 1.7335 2.2119 0.6348  0.152
O 0.2739 0.9144 -0.5811  -0.011
H 1.5347 3.8512 -1.4714  0.062
H 2.3362 1.4437 0.9946  0.126
H 2.3409 2.9705 0.7138  0.072
H -0.8124 -4.1488 1.2196  0.146
C 0.8119 3.1075 -1.4316  0.001
H -0.1468 3.7198 -1.2778  0.138
O -2.5524 -1.4713 -0.1809  0.374
H 0.6135 2.7621 -2.4173  0.082
H -2.4795 -4.0551 0.8171  0.100
C -1.5317 -2.0468 0.0886  -0.351
H -2.0168 -2.9355 1.9638  0.114
C 0.9259 1.9723 -0.5003  -0.488
H 0.2999 -0.8127 -0.1591  0.118
C -1.6346 -3.3540 1.0052  0.039
H 0.4887 -2.4094 0.4178  0.114
N -0.1851 -1.7199 0.1641  0.214


[13]
Density functional theory data (the ωB97M-V functional and the def2-TZVPD basis) for a single C4H10N2O2S molecule.

Output
Frontier orbital gap = 10.1 eV
Net charge = 0
SMILES = C=C(C)N(N)S(C)(=O)=O

Last column: Löwdin charge in e.
Cartesian coordinates (Å):
H -0.5266 -2.2989 -0.2895  0.052
C -1.4150 -1.9032 0.1818  -0.120
S -1.5046 -0.1314 -0.1555  0.632
H -1.3998 -2.0293 1.2550  0.066
N -0.1726 0.5707 0.6767  -0.268
O -1.3573 0.0961 -1.5672  -0.301
H 1.8374 2.0482 -0.5323  0.079
C 1.6701 1.0462 -0.9231  -0.044
O -2.6739 0.4022 0.4777  -0.308
H -1.1458 2.1183 1.3788  0.088
N -0.3745 1.9658 0.7349  0.036
C 1.0771 0.1743 0.1363  -0.420
H 0.9720 1.1126 -1.7580  0.076
H -2.3087 -2.3403 -0.2457  0.069
H -0.6533 2.3323 -0.1779  0.089
H 2.6117 0.6338 -1.2714  0.081
H 2.5552 -1.3069 0.1593  0.067
H 1.1820 -1.5380 1.3519  0.063
C 1.6266 -0.9526 0.5683  0.060


[14]
Density functional theory data (the ωB97M-V functional and the def2-TZVPD basis) for 2 unconnected molecules or ions with the total composition C4H10N2O2S.

Output
Frontier orbital gap = 9.7 eV
Net charge = 0

Last column: Löwdin charge in e.
Cartesian coordinates (Å):
H 0.3212 2.0369 -1.4551  0.112
H -0.8385 2.7906 0.3127  0.095
H -2.0929 -0.0581 1.4735  0.057
H 0.6418 -2.5623 -1.0070  0.008
H -3.4046 -0.3372 -1.1716  0.100
H 2.2839 -2.0336 -1.2602  0.015
S 1.2023 -0.9241 0.6255  0.930
H -0.2632 1.3731 1.3262  0.025
O -0.1125 -1.2693 1.0944  -0.568
C 0.4314 1.4526 -0.5376  -0.334
O -2.1777 -1.6644 -0.6014  -0.055
C 1.5567 -2.3577 -0.6037  -0.161
N 0.9256 0.3327 -0.7160  -0.105
N -2.6642 0.2480 0.6568  0.094
H 1.9306 -3.2083 -0.0752  0.043
C 0.0037 2.1703 0.6871  -0.072
H -1.4280 -1.8738 0.1668  0.125
H 0.8355 2.7821 1.0983  0.100
C -2.7682 -0.4774 -0.3393  -0.409


no.,E (hartree),strongest force on any atom (eV/A)
1,-342.9879,4.5
2,-342.8386,2.9
3,-342.7970,3.0
4,-342.7813,4.1
5,-418.2659,4.1
6,-418.2522,3.2
7,-418.1742,2.2
8,-418.0633,5.8
9,-418.2524,2.7
10,-418.3089,3.1
11,-418.3667,3.9
12,-418.0528,7.2
13,-816.5225,1.3
14,-816.4927,4.0